# 1
Formula: CH7N3
Source: the OMol25 dataset
Level of theory: ωB97M-V/def2-TZVPD

Results
Charge: 0
SMILES: [H]/N=C\N.N
ΔE to the lowest compared entry with this formula, charge and spin, kcal/mol: 11.5
Gap between HOMO and LUMO, eV: 10.376

Last columns: bonded neighbours and bond lengths (Å).
Positions of all 11 atoms, in Å:
1 C 0.003 1.236 0.489  N2 1.293, N4 1.361, H10 1.101
2 N 0.830 1.129 -0.498  C1 1.293, H5 1.022
3 N -0.508 -1.479 -1.224  H6 1.020, H7 1.022, H11 1.068
4 N 0.062 0.476 1.617  C1 1.361, H8 1.015, H9 1.015
5 H 1.420 0.306 -0.359  N2 1.022
6 H 0.425 -1.866 -1.080  N3 1.020
7 H -0.644 -1.520 -2.236  N3 1.022
8 H 0.391 -0.474 1.481  N4 1.015
9 H -0.766 0.498 2.203  N4 1.015
10 H -0.626 2.135 0.593  C1 1.101
11 H -0.587 -0.441 -0.987  N3 1.068

These are the Mulliken partial charges, in e, on atoms 1 to 8: atom 1 (C): -0.05, atom 2 (N): -0.62, atom 3 (N): -0.72, atom 4 (N): -0.44, atom 5 (H): 0.25, atom 6 (H): 0.22, atom 7 (H): 0.23, atom 8 (H): 0.27

# 2
Formula: CH7N3O
Source: the OMol25 dataset
Level of theory: ωB97M-V/def2-TZVPD

Results
Charge: 0
SMILES: N=C(N)N.O
ΔE to the lowest compared entry with this formula, charge and spin, kcal/mol: 24.8
Gap between HOMO and LUMO, eV: 9.775

Last columns: bonded neighbours and bond lengths (Å).
Positions of all 12 atoms, in Å:
1 N 1.705 -0.978 0.238  C2 1.344, H5 1.008, H6 0.960
2 C 0.573 -0.282 0.034  N1 1.344, N3 1.373, N4 1.337
3 N -0.562 -0.986 -0.283  C2 1.373, H7 1.048, H8 1.033
4 N 0.581 1.055 0.036  C2 1.337, H9 1.036
5 H 2.485 -0.615 0.763  N1 1.008
6 H 1.828 -1.705 -0.375  N1 0.960
7 H -0.780 -1.964 0.027  N3 1.048
8 H -1.398 -0.464 -0.590  N3 1.033
9 H 1.579 1.323 0.103  N4 1.036
10 H -1.160 1.554 -0.049  O12 0.963
11 H -2.768 1.492 0.418  O12 1.012
12 O -2.083 1.569 -0.323  H10 0.963, H11 1.012

These are the Mulliken partial charges, in e, on atoms 1 to 8: atom 1 (N): -0.43, atom 2 (C): 0.56, atom 3 (N): -0.44, atom 4 (N): -0.72, atom 5 (H): 0.21, atom 6 (H): 0.18, atom 7 (H): 0.23, atom 8 (H): 0.26